Entry 1:
C22H28N4O4S | ωB97M-V/def2-TZVPD

CARTESIAN COORDINATES (ANGSTROEM)
C  3.17425  5.59140  1.24801
C  2.77705  4.27211  0.66225
C  1.73063  3.53994  1.21408
C  1.34788  2.33013  0.66096
C  2.01644  1.85301  -0.44983
S  1.54585  0.29183  -1.17783
O  0.37710  -0.18953  -0.48528
O  1.45399  0.43503  -2.60008
N  2.93172  -0.61034  -0.86920
C  3.06558  -1.79711  -1.69124
C  2.13668  -2.91156  -1.21140
N  2.40884  -3.20032  0.18879
C  1.75602  -4.39269  0.68409
C  0.23929  -4.54244  0.42450
N  -0.52989  -3.40739  0.85995
C  -1.20438  -2.60374  0.02521
O  -1.37837  -2.80476  -1.16382
C  -1.72931  -1.35693  0.73549
O  -1.54771  -1.18152  1.93089
N  -2.39104  -0.55080  -0.09339
C  -2.83457  0.77334  0.26196
C  -4.27945  0.99726  -0.09964
C  -5.22201  0.00684  0.14859
C  -6.55197  0.20783  -0.17245
C  -6.95651  1.40405  -0.74125
C  -6.02393  2.39621  -0.98922
C  -4.69185  2.19209  -0.67302
C  2.23117  -2.02319  1.02681
C  3.14943  -0.90585  0.53001
C  3.05689  2.56326  -1.01690
C  3.43430  3.77092  -0.45856
H  2.61580  6.39249  0.76321
H  4.23362  5.78160  1.09513
H  2.95592  5.62646  2.31232
H  1.21341  3.91971  2.08287
H  0.54023  1.74553  1.07410
H  2.81810  -1.50762  -2.71246
H  4.10975  -2.11962  -1.63852
H  2.32525  -3.81990  -1.78897
H  1.10048  -2.58714  -1.38623
H  1.94242  -4.44095  1.76031
H  2.24635  -5.25413  0.21731
H  0.04340  -4.65160  -0.64483
H  -0.10675  -5.44609  0.93874
H  -0.47637  -3.09706  1.82289
H  -2.35414  -0.80945  -1.07175
H  -2.69995  0.85893  1.34691
H  -2.19875  1.52010  -0.22813
H  -4.90455  -0.92421  0.59471
H  -7.27579  -0.56980  0.02273
H  -7.99526  1.56184  -0.99121
H  -6.33346  3.33067  -1.43410
H  -3.96568  2.96747  -0.87231
H  2.50600  -2.28598  2.05196
H  1.20418  -1.63935  1.01790
H  2.97215  0.00897  1.09892
H  4.19731  -1.20143  0.64159
H  3.54776  2.15933  -1.88736
H  4.24647  4.33412  -0.89415

Properties
- HOMO energy (eV) = -8.4
- 2S+1 = 1
- relative energy (zero: lowest compared OMol25 entry of this formula, charge and spin) (kcal/mol) = 34.44
- frontier orbital gap (eV) = 8.9864
- total charge = 0


Entry 2:
ClHNO3P | ωB97M-V/def2-TZVPD

CARTESIAN COORDINATES (ANGSTROEM)
N  0.89300  -0.24629  -1.04614
O  -0.57216  0.59830  2.03707
O  0.49913  -0.91193  0.18182
O  0.30712  1.03357  -0.94344
P  -0.64760  0.08411  0.69540
Cl  -2.38797  -0.44440  0.01513
H  1.90849  -0.11337  -0.93984

Properties
- HOMO energy (eV) = -9.6
- 2S+1 = 1
- relative energy (zero: lowest compared OMol25 entry of this formula, charge and spin) (kcal/mol) = 30.59
- frontier orbital gap (eV) = 8.9613
- total charge = 0


Entry 3:
C35H36ClGeN3RhS | ωB97M-V/def2-TZVPD

CARTESIAN COORDINATES (ANGSTROEM)
Rh  0.14483  0.88969  1.11935
Cl  -2.01268  2.88532  4.00422
C  -2.87992  1.76012  3.01350
C  -4.21922  2.01491  2.75156
C  -4.96015  1.09153  2.03065
C  -4.38039  -0.09255  1.58185
C  -3.04407  -0.33164  1.83579
C  -2.25652  0.59745  2.53416
C  -0.84442  0.31933  2.79184
H  -4.67981  2.91170  3.14227
H  -6.00889  1.28561  1.84651
H  -4.97491  -0.82316  1.05056
H  -2.58164  -1.25140  1.50124
H  -0.53262  -0.72602  2.79325
H  -0.37463  0.92406  3.55534
C  1.85136  -3.90336  3.80534
C  0.99672  -3.68824  2.73256
C  1.13610  -2.54508  1.95871
C  2.12842  -1.60522  2.24579
C  2.98769  -1.83718  3.32446
C  2.84636  -2.98166  4.09706
Ge  2.39832  0.00831  1.23067
C  3.69681  -0.20664  -0.14047
C  4.03614  0.76647  -1.09031
C  5.02021  0.52530  -2.03175
C  5.67319  -0.70170  -2.05123
C  5.33340  -1.68313  -1.13434
C  4.34249  -1.44612  -0.19283
C  2.62007  1.50219  2.42032
C  2.05305  1.46640  3.70366
C  2.12216  2.56225  4.55718
C  2.75781  3.71697  4.13426
C  3.34564  3.76946  2.87078
C  3.27207  2.68325  2.02345
H  1.74958  -4.79665  4.40683
H  0.23277  -4.41690  2.49549
H  0.47560  -2.40651  1.10760
H  3.77654  -1.13225  3.56298
H  3.51378  -3.15386  4.93109
H  3.54581  1.73058  -1.09371
H  5.28398  1.28811  -2.75214
H  6.44761  -0.89122  -2.78224
H  5.83525  -2.64108  -1.15680
H  4.08631  -2.22502  0.51481
H  1.61655  0.54461  4.06613
H  1.70272  2.50712  5.55318
H  2.82706  4.57020  4.79616
H  3.87556  4.66164  2.56260
H  3.76607  2.73251  1.06020
S  -0.49857  -0.41584  -0.65321
C  -1.51887  0.69427  -1.54980
N  -2.42570  1.45040  -0.95656
C  -3.34308  2.34020  -1.67738
C  -2.70596  2.75649  -2.99083
C  -2.23310  1.52802  -3.74819
N  -1.37489  0.72974  -2.86284
H  -2.56038  1.30113  0.03231
H  -3.54047  3.20034  -1.03979
H  -4.28770  1.81934  -1.84782
H  -1.86024  3.42014  -2.79875
H  -3.42973  3.30240  -3.59321
H  -1.64156  1.80311  -4.61835
H  -3.07279  0.91883  -4.08745
H  -0.68600  0.10899  -3.25984
C  0.61913  7.15779  -0.42491
C  0.45055  5.69969  -0.12788
C  -0.56584  5.22913  0.69796
C  -0.66493  3.87882  0.96496
N  0.18853  2.97321  0.46967
C  1.15747  3.41874  -0.34147
C  1.31668  4.74802  -0.66310
H  -0.28723  7.71928  -0.20938
H  0.89492  7.31577  -1.46660
H  1.42176  7.56924  0.19086
H  -1.28181  5.91065  1.13799
H  -1.45194  3.50362  1.60217
H  1.81030  2.66709  -0.76169
H  2.11798  5.04099  -1.32919

Properties
- HOMO energy (spin up / spin down) (eV) = -13.9 / -14.0
- 2S+1 = 2
- relative energy (zero: lowest compared OMol25 entry of this formula, charge and spin) (kcal/mol) = 10.39
- frontier orbital gap (spin up / spin down) (eV) = 6.8407 / 7.1596
- total charge = +2


Entry 4:
C4H5NO2 | ωB97M-V/def2-TZVPD

CARTESIAN COORDINATES (ANGSTROEM)
C  -1.48604  -0.34756  -0.30135
C  -0.03148  -0.03383  0.03964
C  0.47574  1.36552  -0.09189
O  1.65857  1.61530  0.01071
N  0.96861  -1.08583  -0.27591
C  1.03118  -0.69428  0.99250
O  1.61420  -0.72680  2.03190
H  -1.57807  -0.82932  -1.28495
H  -1.95378  -1.01463  0.42592
H  -2.09140  0.56554  -0.35486
H  -0.27023  2.17311  -0.21830
H  1.70814  -0.98168  -0.95963

Properties
- HOMO energy (eV) = -9.8
- 2S+1 = 1
- relative energy (zero: lowest compared OMol25 entry of this formula, charge and spin) (kcal/mol) = 51.54
- frontier orbital gap (eV) = 10.0550
- total charge = 0


Entry 5:
C4H13NO3 | ωB97M-V/def2-TZVPD

CARTESIAN COORDINATES (ANGSTROEM)
C  0.86727  -0.79242  2.31190
C  1.69855  -0.96644  1.18296
N  1.03694  -0.20013  0.03802
C  1.04299  1.27672  0.23772
C  -0.34740  -0.50747  -0.30065
O  1.58760  -2.33566  0.71251
H  -0.08296  -1.19499  2.16437
H  0.89480  -0.10620  3.17817
H  2.77094  -0.71105  1.29799
H  2.04098  1.63833  0.44531
H  0.61506  1.63337  -0.67730
H  0.36544  1.48221  1.10361
H  -1.03311  -0.25268  0.43225
H  -0.41092  -1.56284  -0.53072
H  -0.62070  0.19449  -1.07362
H  -2.12178  0.77866  -2.62831
H  1.65332  -2.68531  1.62091
O  -1.77154  0.62337  -3.51666
H  -3.21893  1.66388  -0.94093
H  -2.67175  0.70866  -3.91608
O  -2.29480  1.31552  -1.14145

Properties
- HOMO energy (eV) = -7.3
- 2S+1 = 1
- relative energy (zero: lowest compared OMol25 entry of this formula, charge and spin) (kcal/mol) = 208.03
- frontier orbital gap (eV) = 3.1678
- total charge = 0


Entry 6:
C22H64BF4N6O14P2S | ωB97M-V/def2-TZVPD

CARTESIAN COORDINATES (ANGSTROEM)
N  -2.97536  1.90674  -2.10899
H  -2.97582  2.66741  -1.44455
H  -2.20763  1.93201  -2.76477
H  -3.80733  1.85556  -2.67935
H  -3.03764  0.97318  -1.72861
N  -3.05830  -1.80343  -3.53776
H  -3.80477  -1.13660  -3.67273
H  -2.38753  -1.93828  -4.28072
H  -3.51877  -2.67272  -3.30883
H  -2.51868  -1.42071  -2.77458
N  1.01104  -1.27407  -5.73446
H  1.33541  -0.32471  -5.61787
H  0.58730  -1.57949  -4.87001
H  1.75805  -1.92620  -5.92629
H  0.27679  -1.30697  -6.42721
N  5.46344  0.39965  -2.77774
H  5.64023  -0.25578  -3.52557
H  4.66464  0.12168  -2.22570
H  5.24493  1.29146  -3.19850
H  6.19986  0.36264  -2.08752
N  3.33249  2.20898  0.96069
H  2.78775  2.61306  0.21231
H  3.38180  2.91813  1.67818
H  4.28485  2.18109  0.62553
H  2.98212  1.32036  1.28887
N  2.96660  -1.77672  3.14230
H  3.47524  -1.90953  4.00471
H  2.65176  -0.82036  3.22202
H  2.10811  -2.29042  3.00369
H  3.45097  -1.91556  2.26697
C  1.63568  -0.77316  -2.34700
C  2.11268  -0.31026  -1.12277
C  1.19154  -0.20504  0.07635
O  1.59113  0.07782  1.30684
C  -0.13457  -0.35547  -0.12322
C  -0.79252  -0.55565  -1.37922
C  0.17640  -0.89487  -2.59441
O  -0.22944  -1.58759  -3.49697
O  -2.05127  -0.40163  -1.67112
O  3.34721  -0.01255  -1.07962
H  2.24121  -0.74236  -3.24075
H  -0.77239  -0.34189  0.74821
B  -1.75959  -1.98381  -7.18293
F  -1.28567  -2.70463  -6.05712
F  -1.06993  -2.64044  -8.16370
F  -3.10437  -2.06408  -7.33409
F  -1.22205  -0.64517  -7.09199
C  3.71861  -5.36598  -3.98371
C  5.17804  -5.20795  -4.32516
C  5.26799  -3.99987  -5.22273
S  3.75752  -2.99414  -4.94365
O  2.87519  -3.04273  -6.14521
O  4.26493  -1.71986  -4.51914
C  3.18103  -3.96098  -3.60137
H  3.73567  -6.04858  -3.13408
H  3.28146  -5.80569  -4.88017
H  5.58229  -6.16269  -4.66155
H  5.78975  -4.93172  -3.46632
H  5.37165  -4.34472  -6.25153
H  6.11747  -3.38741  -4.92043
H  2.13041  -3.75819  -3.39359
H  3.75380  -3.54474  -2.77265
C  -3.38172  -1.87446  8.18505
C  -2.69236  -0.81863  7.41237
O  -1.37956  -0.97114  7.00435
P  -0.79063  -1.70108  5.73987
O  0.66157  -1.31321  5.46501
O  -1.12358  -3.26375  5.96824
C  -0.37080  -3.89309  7.06256
C  1.15498  -4.07345  6.78622
O  -1.72584  -1.20752  4.51395
C  -1.78783  -1.84136  3.32757
C  -3.09076  -2.76696  3.23593
H  -3.29527  -2.87663  7.76519
H  -2.87944  -1.90662  9.15188
H  -4.45785  -1.78417  8.33306
H  -3.29966  -0.60785  6.53211
H  -2.89590  0.04802  8.04133
H  -0.35531  -3.30029  7.97714
H  -0.90261  -4.81557  7.29560
H  1.34792  -5.00437  7.31937
H  1.38266  -4.35362  5.75774
H  1.81948  -3.25678  7.06833
H  -1.78354  -1.02957  2.60019
H  -0.86920  -2.38270  3.10136
H  -3.09552  -3.51739  4.02645
H  -3.94247  -2.08676  3.23151
H  -2.99924  -3.46138  2.40076
C  -0.61360  7.42412  -1.74052
C  -0.85832  6.02263  -1.13332
O  -1.59117  6.16174  0.11252
P  -2.76830  5.02337  0.47548
O  -3.16741  4.08828  -0.64135
O  -3.99960  5.90158  1.05151
C  -3.90213  7.22988  1.27939
C  -4.29954  8.00548  -0.10502
O  -2.29600  4.16991  1.81541
C  -1.34796  3.21413  1.70515
C  -1.52979  2.39816  2.97012
H  -0.54326  7.34177  -2.82513
H  -1.44646  8.05690  -1.43389
H  0.29031  7.93002  -1.40125
H  -1.41044  5.39221  -1.83033
H  0.13514  5.59864  -0.98709
H  -4.58017  7.21560  2.13272
H  -2.93710  7.56058  1.66339
H  -5.37146  8.08031  -0.28803
H  -3.77131  8.94988  -0.23604
H  -3.85186  7.41519  -0.90454
H  -1.53478  2.58963  0.83154
H  -0.39835  3.74030  1.60774
H  -2.54423  2.50654  3.35387
H  -1.30011  1.35217  2.76703
H  -0.80061  2.70735  3.71898

Properties
- HOMO energy (eV) = -15.4
- 2S+1 = 1
- frontier orbital gap (eV) = 7.1543
- total charge = +3


Entry 7:
C3H7NO2 | ωB97M-V/def2-TZVPD

CARTESIAN COORDINATES (ANGSTROEM)
O  1.34499  1.18364  0.75702
C  0.70124  1.08205  -0.48742
C  0.24119  -0.34454  -0.84870
N  -1.01176  -0.73584  -0.19453
C  -1.19660  -1.04687  1.78864
O  -0.22861  -0.63719  2.26620
H  0.80724  0.72649  1.41876
H  1.44261  1.40764  -1.22894
H  -0.15112  1.78037  -0.56479
H  1.03996  -1.02713  -0.53998
H  0.13049  -0.41814  -1.93709
H  -1.84456  -0.27718  -0.53328
H  -1.27505  -1.69330  0.10410

Properties
- HOMO energy (eV) = -9.1
- 2S+1 = 1
- relative energy (zero: lowest compared OMol25 entry of this formula, charge and spin) (kcal/mol) = 63.08
- frontier orbital gap (eV) = 10.0821
- total charge = 0


Entry 8:
C3H6N2O | ωB97M-V/def2-TZVPD

CARTESIAN COORDINATES (ANGSTROEM)
C  1.99812  -0.10578  -0.03171
C  -0.28966  -0.90166  0.55068
C  0.61213  0.14025  -0.13234
N  3.07702  -0.29368  0.15832
N  0.13538  0.28193  -1.48492
O  0.52904  1.60950  0.47739
H  0.34673  -1.71911  0.93451
H  -0.91700  -0.36272  1.17737
H  -0.79704  -1.25379  -0.27546
H  0.89599  0.49167  -2.27496
H  -0.51096  1.11183  -1.52928
H  0.23220  1.36517  1.38422

Properties
- HOMO energy (spin up / spin down) (eV) = -4.3 / -10.5
- 2S+1 = 3
- relative energy (zero: lowest compared OMol25 entry of this formula, charge and spin) (kcal/mol) = 77.49
- frontier orbital gap (spin up / spin down) (eV) = 4.9338 / 6.2909
- total charge = 0


Repeat the fifth record exactly.
C4H13NO3 | ωB97M-V/def2-TZVPD

CARTESIAN COORDINATES (ANGSTROEM)
C  0.86727  -0.79242  2.31190
C  1.69855  -0.96644  1.18296
N  1.03694  -0.20013  0.03802
C  1.04299  1.27672  0.23772
C  -0.34740  -0.50747  -0.30065
O  1.58760  -2.33566  0.71251
H  -0.08296  -1.19499  2.16437
H  0.89480  -0.10620  3.17817
H  2.77094  -0.71105  1.29799
H  2.04098  1.63833  0.44531
H  0.61506  1.63337  -0.67730
H  0.36544  1.48221  1.10361
H  -1.03311  -0.25268  0.43225
H  -0.41092  -1.56284  -0.53072
H  -0.62070  0.19449  -1.07362
H  -2.12178  0.77866  -2.62831
H  1.65332  -2.68531  1.62091
O  -1.77154  0.62337  -3.51666
H  -3.21893  1.66388  -0.94093
H  -2.67175  0.70866  -3.91608
O  -2.29480  1.31552  -1.14145

Properties
- HOMO energy (eV) = -7.3
- 2S+1 = 1
- relative energy (zero: lowest compared OMol25 entry of this formula, charge and spin) (kcal/mol) = 208.03
- frontier orbital gap (eV) = 3.1678
- total charge = 0